79
Properties=species:S:1:pos:R:3:mulliken_charge:R:1 method="wB97M-V/def2-TZVPD" e_tot_ha=-1689.51907 charge=+1 lumo_ev=-5.82
H -0.697 2.638 -3.998 0.352
O -2.011 -2.729 -0.576 -0.452
H -0.102 -3.206 -1.043 0.334
H 4.256 3.003 0.443 0.370
C -1.421 0.547 -0.492 0.270
C -3.217 2.869 0.895 -0.495
H 4.842 1.773 4.337 0.236
H 4.624 1.874 -1.438 0.478
N -1.025 1.094 0.854 -0.063
C -0.460 0.965 -1.747 -0.667
H 3.289 1.930 1.512 0.190
H -1.351 -0.641 -0.401 -0.470
C 4.176 -0.180 -0.758 -0.838
C -2.937 -2.716 0.501 -0.659
N 4.879 -0.238 0.529 -0.304
C -2.889 3.903 -2.656 0.307
H -4.251 2.734 1.477 0.331
C -0.217 3.336 -3.157 -0.743
H -1.380 -5.052 1.866 0.152
H 5.882 0.333 4.375 0.341
H -0.189 -5.596 -0.795 0.441
H -5.418 -6.886 2.028 0.340
C 6.189 0.423 0.511 -0.175
C -3.945 5.133 -2.222 -0.221
O -2.246 1.637 2.902 -0.563
H 6.883 -0.165 -0.099 0.386
H -4.940 -5.788 0.694 0.303
H -3.714 -3.465 0.336 0.226
H 7.783 0.953 1.854 0.397
C -2.133 1.836 1.559 0.326
H -2.551 0.754 -0.796 0.304
C -3.114 6.532 -2.060 -0.127
H -3.845 2.440 -3.693 0.366
H -3.240 -7.493 1.850 0.399
F 0.482 6.194 -2.790 -0.142
H 6.815 -0.403 2.443 0.402
O -3.328 2.507 -2.838 -0.405
H 2.574 3.392 0.847 0.385
C 0.055 2.517 -1.763 0.263
C -0.887 -3.588 -0.378 -0.313
H -1.521 -5.062 -1.809 0.380
H 4.295 0.203 1.233 0.061
C -1.142 -5.055 -0.780 -0.983
H -5.094 4.968 -2.050 0.363
N -1.694 6.873 -2.261 -0.789
N -0.850 5.870 -2.612 0.807
H 3.313 1.066 -2.265 0.340
O 2.764 1.855 -0.486 -0.305
H -2.456 -2.868 1.471 0.323
H 4.422 0.376 3.337 0.299
H 1.220 2.640 -1.529 -0.105
H 0.743 3.800 -3.648 0.381
H -1.117 0.818 -2.733 0.263
H 3.264 -0.777 -0.639 0.394
C -1.693 -6.000 1.417 -0.176
H -0.499 3.083 -0.881 0.233
C -2.842 -6.561 2.272 -0.796
H -5.830 -5.159 2.087 0.235
H -3.460 2.652 -0.230 -0.004
H 4.783 -0.684 -1.519 0.426
H -2.940 4.018 1.045 0.215
C 6.762 0.567 1.931 -0.798
H -0.846 -6.694 1.454 0.388
C 3.766 1.213 -1.277 -0.615
O 6.015 1.533 2.678 -0.338
C -1.373 4.487 -2.780 0.223
H -2.996 -5.321 0.004 0.094
O -3.861 -5.571 2.455 -0.337
C -5.070 -5.879 1.775 -0.709
H -0.114 1.598 0.856 0.224
H 6.118 1.427 0.080 0.158
H -2.451 -6.792 3.268 0.391
C 5.255 0.961 3.733 -0.706
C 3.267 2.574 0.631 -0.844
H -3.430 -1.739 0.511 0.329
H -3.796 7.452 -1.713 0.377
H 0.471 0.259 -1.796 0.288
N -2.108 -5.814 0.023 -0.323
H -0.489 -3.490 0.637 0.374